16
Properties=species:S:1:pos:R:3:nbo_charge:R:1 method="wB97M-V/def2-TZVPD" energy_ev=-18666.2713 orbital_gap_ev=10.10 homo_ev=-9.5 e_above_lowest_kcal_mol=28.94 smiles="O=CNCCCS"
O 1.6884 0.5780 3.1247 -0.59
C 0.7075 0.7374 2.4514 0.54
N 0.1408 -0.2074 1.6341 -0.62
C -0.8120 0.0896 0.5687 -0.23
C -0.2658 0.6598 -0.7790 -0.43
C -0.2421 -0.4613 -1.8908 -0.57
S 0.8668 -1.6658 -1.3168 -0.01
H 0.1101 1.6652 2.5018 0.09
H 0.8133 -0.9407 1.5024 0.39
H -1.3611 0.9261 1.0112 0.21
H -1.3599 -0.8301 0.3857 0.22
H 0.7895 0.9538 -0.7961 0.22
H -0.8208 1.5847 -0.9321 0.22
H 0.0271 0.0429 -2.8254 0.22
H -1.2560 -0.7869 -2.1686 0.21
H 0.9741 -2.3451 -2.4711 0.14



16
Properties=species:S:1:pos:R:3:nbo_charge:R:1 method="wB97M-V/def2-TZVPD" energy_ev=-18665.3268 orbital_gap_ev=9.66 homo_ev=-9.0 e_above_lowest_kcal_mol=50.72 smiles="NC(=O)CCCS"
N -1.4090 -2.3627 -0.5377 -0.86
C -0.1112 -1.8567 -0.2510 0.69
O 0.8708 -2.5014 0.2347 -0.61
C 0.0157 -0.3189 -0.6272 -0.52
C -0.4295 0.7547 0.3690 -0.40
C 0.8192 1.6581 0.9456 -0.55
S 1.6415 2.6016 -0.2882 -0.04
H -1.4834 -3.0680 0.2105 0.43
H -2.0430 -1.7682 -0.9764 0.40
H -0.6735 -0.2943 -1.3746 0.21
H 1.1105 -0.1371 -0.7343 0.24
H -0.8353 0.3675 1.3384 0.22
H -1.2673 1.4466 0.0647 0.22
H 1.6687 1.2764 1.5137 0.23
H 0.3531 2.5244 1.4331 0.23
H 1.7727 1.6779 -1.3202 0.11



16
Properties=species:S:1:pos:R:3:nbo_charge:R:1 method="wB97M-V/def2-TZVPD" energy_ev=-18667.1112 orbital_gap_ev=9.79 homo_ev=-9.1 e_above_lowest_kcal_mol=9.58 smiles="NC(=O)CCCS"
N -0.2488 0.0075 2.2006 -0.84
C -0.8096 -0.5992 1.1147 0.67
O -2.0154 -0.6272 0.9662 -0.61
C 0.1445 -1.3043 0.1884 -0.51
C 1.4829 -0.6338 -0.1234 -0.41
C 1.4277 0.6975 -0.8733 -0.52
S -0.1455 1.1228 -1.7034 -0.04
H -0.8756 0.5501 2.7677 0.40
H 0.7284 0.2049 2.2979 0.39
H 0.4301 -2.1781 0.8039 0.23
H -0.3611 -1.7357 -0.6639 0.25
H 2.0275 -0.4983 0.8156 0.19
H 2.0725 -1.3115 -0.7367 0.22
H 1.7399 1.5576 -0.2975 0.22
H 2.1076 0.6921 -1.7315 0.23
H -0.8353 1.5008 -0.6198 0.12



16
Properties=species:S:1:pos:R:3:nbo_charge:R:1 method="wB97M-V/def2-TZVPD" energy_ev=-18661.9842 orbital_gap_ev=8.41 homo_ev=-8.1 e_above_lowest_kcal_mol=127.81
C -1.9254 0.8098 1.1652 -0.66
C -1.5437 0.1049 -0.2016 0.05
C -2.4859 -1.0724 -0.5770 -0.62
C 0.9401 0.1346 -0.1506 0.42
H -1.5589 0.3397 2.1959 0.25
H -1.3506 1.8696 1.0803 0.22
H -3.0740 0.9608 1.0067 0.22
H -1.4765 0.9927 -0.9725 0.17
H -3.6045 -0.5452 0.1006 0.21
H -2.5634 -1.0601 -2.0478 0.24
H -2.1232 -2.0205 0.0358 0.26
H 2.0942 1.6176 -1.1948 0.44
H 0.3171 1.8965 -1.3672 0.39
N 1.0533 1.3582 -0.6866 -0.85
O -0.2092 -0.4732 -0.1378 -0.51
S 2.3581 -0.6022 0.3534 -0.25